No. 1
Computed, not measured: a molecular structure, C24H36FeP2Si, with the ωB97M-V functional and the def2-TZVPD basis.

Geometry as ORCA input:
```
! wB97M-V def2-TZVPD RIJCOSX def2/J DEFGRID3
* xyz 1 6
C -3.802 -0.352 -0.123
C -3.057 -1.020 -1.158
C -1.988 -1.713 -0.527
H -3.259 -1.046 -2.195
C -2.066 -1.502 0.897
C -3.209 -0.679 1.165
H -3.499 -0.404 2.187
H -4.685 0.258 -0.237
H -1.242 -2.372 -0.929
H -1.370 -1.903 1.632
Fe -1.813 0.297 -0.139
C 0.448 1.699 2.183
H -0.148 1.927 3.081
H 1.423 2.030 2.569
H 0.424 0.553 1.889
Si 1.186 -1.949 0.392
C 2.032 -2.165 -1.274
C 1.552 -3.308 -1.952
H 0.659 -3.863 -1.584
C 2.223 -3.749 -3.096
H 1.872 -4.635 -3.608
C 3.319 -3.023 -3.606
H 3.837 -3.366 -4.529
C 3.702 -1.811 -2.995
H 4.485 -1.201 -3.441
C 3.055 -1.367 -1.825
H 3.363 -0.387 -1.370
C 2.624 -2.054 1.617
C 3.710 -2.877 1.257
H 3.834 -3.227 0.235
C 4.635 -3.260 2.235
H 5.452 -3.926 1.974
C 4.517 -2.788 3.543
H 5.230 -3.083 4.324
C 3.492 -1.888 3.881
H 3.397 -1.470 4.895
C 2.540 -1.509 2.919
H 1.736 -0.794 3.187
H 0.599 -3.256 0.864
H 0.025 2.376 1.357
C 0.623 1.286 -2.443
P -0.896 1.711 -1.583
C -2.153 2.007 -2.869
C -0.646 3.414 -0.829
C -1.533 3.805 0.359
P -2.632 2.386 0.769
C -2.986 2.561 2.538
C -4.211 2.887 0.042
H 1.238 2.189 -2.559
H 0.369 0.883 -3.437
H 1.176 0.522 -1.877
H -2.844 2.791 -2.533
H -1.648 2.318 -3.794
H -2.719 1.085 -3.056
H 0.416 3.441 -0.525
H -0.799 4.078 -1.679
H -0.942 4.078 1.239
H -2.172 4.682 0.137
H -2.734 3.577 2.879
H -4.065 2.378 2.650
H -2.440 1.810 3.125
H -4.276 3.984 -0.063
H -4.372 2.407 -0.933
H -4.984 2.524 0.747
*
```

Output
* M: 470.43 g/mol
* ⟨S²⟩: 8.776
* E_LUMO (alpha / beta): -1.92 / -4.13 eV
* relative energy (zero: lowest compared OMol25 entry of this formula, charge and spin): 0.000 eV
* electronic energy: -86305.2057 eV
* highest occupied orbital energy (alpha / beta): -9.7 / -11.1 eV
* frontier orbital gap (alpha / beta): 7.819 / 7.000 eV

Calculated atomic charges, method natural (NBO), unit e: atom 1 (C): -0.37, atom 2 (C): -0.35, atom 3 (C): -0.37, atom 4 (H): 0.25, atom 5 (C): -0.37, atom 6 (C): -0.33, atom 7 (H): 0.25, atom 8 (H): 0.25, atom 9 (H): 0.26, atom 10 (H): 0.26, atom 11 (Fe): 1.02, atom 12 (C): -0.87, atom 13 (H): 0.22, atom 14 (H): 0.25, atom 15 (H): 0.21, atom 16 (Si): 1.00, atom 17 (C): -0.53, atom 18 (C): -0.14, atom 19 (H): 0.21, atom 20 (C): -0.23, atom 21 (H): 0.22, atom 22 (C): -0.19, atom 23 (H): 0.23, atom 24 (C): -0.21, atom 25 (H): 0.22, atom 26 (C): -0.22, atom 27 (H): 0.22, atom 28 (C): -0.50, atom 29 (C): -0.15, atom 30 (H): 0.21, atom 31 (C): -0.22, atom 32 (H): 0.22, atom 33 (C): -0.20, atom 34 (H): 0.22, atom 35 (C): -0.20, atom 36 (H): 0.22, atom 37 (C): -0.22, atom 38 (H): 0.20, atom 39 (H): -0.16, atom 40 (H): 0.19, atom 41 (C): -0.95, atom 42 (P): 0.81, atom 43 (C): -0.93, atom 44 (C): -0.70, atom 45 (C): -0.74, atom 46 (P): 0.89, atom 47 (C): -0.95, atom 48 (C): -0.96, atom 49 (H): 0.25, atom 50 (H): 0.26, atom 51 (H): 0.27, atom 52 (H): 0.25, atom 53 (H): 0.26, atom 54 (H): 0.25, atom 55 (H): 0.25, atom 56 (H): 0.25, atom 57 (H): 0.26, atom 58 (H): 0.25, atom 59 (H): 0.25, atom 60 (H): 0.25, atom 61 (H): 0.25, atom 62 (H): 0.25, atom 63 (H): 0.24, atom 64 (H): 0.25



No. 2
Computed, not measured: 3 unconnected molecules or ions with the total composition C14H29F3NO3, with the ωB97M-V functional and the def2-TZVPD basis.

Geometry as ORCA input:
```
! wB97M-V def2-TZVPD RIJCOSX def2/J DEFGRID3
* xyz 1 1
C 2.291 3.352 1.255
C 1.678 2.655 0.044
C 1.291 1.195 0.288
N -0.189 0.943 0.203
C -1.046 1.364 1.358
C -1.368 2.858 1.566
O -2.248 2.927 2.654
C -2.129 3.444 0.341
F -1.420 4.423 -0.240
F -3.331 3.875 0.604
F -2.199 2.449 -0.591
H 2.287 4.434 1.131
H 3.323 3.034 1.406
H 1.748 3.122 2.177
H 0.810 3.221 -0.304
H 2.392 2.667 -0.780
H 1.740 0.527 -0.442
H 1.608 0.840 1.270
H -0.571 1.341 -0.657
H -0.337 -0.066 0.098
H -0.584 0.951 2.255
H -2.000 0.860 1.208
H -0.493 3.495 1.721
H -1.799 2.670 3.468
C -3.467 -2.409 -0.453
C -4.176 -1.325 -1.269
C -3.200 -0.168 -1.149
O -1.884 -0.744 -1.023
C -2.005 -2.163 -0.801
H -3.787 -3.419 -0.702
H -3.635 -2.253 0.614
H -4.272 -1.635 -2.310
H -5.165 -1.075 -0.894
H -3.404 0.418 -0.246
H -3.216 0.503 -2.007
H -1.715 -2.689 -1.714
H -1.319 -2.450 -0.003
C 2.699 -3.791 -0.741
C 4.160 -3.343 -0.754
C 4.024 -1.847 -0.996
O 2.787 -1.457 -0.370
C 2.032 -2.626 -0.025
H 2.538 -4.739 -0.231
H 2.319 -3.881 -1.760
H 4.625 -3.532 0.215
H 4.756 -3.834 -1.520
H 3.968 -1.619 -2.064
H 4.830 -1.263 -0.556
H 2.058 -2.762 1.062
H 0.994 -2.478 -0.336
*
```

Output
* M: 316.38 g/mol
* E_LUMO: -2.37 eV
* electronic energy: -30766.9058 eV
* highest occupied orbital energy: -12.5 eV
* frontier orbital gap: 10.101 eV

Calculated atomic charges, method natural (NBO), unit e: atom 1 (C): -0.61, atom 2 (C): -0.44, atom 3 (C): -0.23, atom 4 (N): -0.51, atom 5 (C): -0.25, atom 6 (C): 0.00, atom 7 (O): -0.67, atom 8 (C): 0.96, atom 9 (F): -0.31, atom 10 (F): -0.27, atom 11 (F): -0.36, atom 12 (H): 0.23, atom 13 (H): 0.23, atom 14 (H): 0.19, atom 15 (H): 0.21, atom 16 (H): 0.24, atom 17 (H): 0.27, atom 18 (H): 0.21, atom 19 (H): 0.45, atom 20 (H): 0.47, atom 21 (H): 0.23, atom 22 (H): 0.25, atom 23 (H): 0.21, atom 24 (H): 0.49, atom 25 (C): -0.43, atom 26 (C): -0.43, atom 27 (C): -0.07, atom 28 (O): -0.60, atom 29 (C): -0.07, atom 30 (H): 0.24, atom 31 (H): 0.21, atom 32 (H): 0.22, atom 33 (H): 0.24, atom 34 (H): 0.16, atom 35 (H): 0.20, atom 36 (H): 0.19, atom 37 (H): 0.18, atom 38 (C): -0.43, atom 39 (C): -0.43, atom 40 (C): -0.07, atom 41 (O): -0.57, atom 42 (C): -0.07, atom 43 (H): 0.23, atom 44 (H): 0.21, atom 45 (H): 0.21, atom 46 (H): 0.23, atom 47 (H): 0.17, atom 48 (H): 0.19, atom 49 (H): 0.17, atom 50 (H): 0.17



No. 3
Computed, not measured: 2 unconnected molecules or ions with the total composition C2HNO2, with the ωB97M-V functional and the def2-TZVPD basis.

Geometry as ORCA input:
```
! wB97M-V def2-TZVPD RIJCOSX def2/J DEFGRID3
* xyz 0 1
C 0.034 -1.053 0.000
C 0.252 0.321 0.012
N -0.247 -2.169 -0.003
O 0.967 1.187 0.719
O 0.924 1.199 -0.725
H -1.930 0.515 -0.004
*
```

Output
* M: 71.03 g/mol
* E_LUMO (alpha / beta): -1.09 / -1.39 eV
* relative energy (zero: lowest compared OMol25 entry of this formula, charge and spin): 8.775 eV
* electronic energy: -7666.3356 eV
* highest occupied orbital energy (alpha / beta): -9.9 / -10.9 eV
* frontier orbital gap (alpha / beta): 8.814 / 9.536 eV

Calculated atomic charges, method natural (NBO), unit e: atom 1 (C): 0.12, atom 2 (C): 0.48, atom 3 (N): -0.20, atom 4 (O): -0.20, atom 5 (O): -0.20, atom 6 (H): -0.01



No. 4
Computed, not measured: C8H11BN2O2 in the gas phase, with the ωB97M-V functional and the def2-TZVPD basis.

Geometry as ORCA input:
```
! wB97M-V def2-TZVPD RIJCOSX def2/J DEFGRID3
* xyz 0 1
B 0.173 1.870 0.716
C 0.704 -1.575 0.162
C 0.115 -0.990 -0.906
C 1.747 -0.103 1.974
C -0.678 1.513 -0.503
C 1.303 -1.235 1.398
C -0.638 0.294 -1.234
C -1.744 2.424 -0.677
C 1.698 -2.443 2.359
N -2.609 2.409 -1.703
N -1.254 0.239 -2.423
O -0.080 2.787 1.701
O 1.457 1.179 1.005
H 0.720 -2.631 -0.039
H -0.139 -1.655 -1.836
H -1.765 3.319 -0.022
H 1.054 -2.260 3.222
H 1.429 -3.375 1.792
H 2.706 -2.581 2.594
H -3.249 3.113 -1.520
H -1.308 -0.634 -2.978
H -1.851 0.979 -2.602
H -0.960 3.241 1.920
H 2.103 1.800 1.533
*
```

Output
* M: 178.00 g/mol
* E_LUMO: -0.20 eV
* relative energy (zero: lowest compared OMol25 entry of this formula, charge and spin): 4.155 eV
* electronic energy: -16222.5666 eV
* highest occupied orbital energy: -8.0 eV
* frontier orbital gap: 7.831 eV

Calculated atomic charges, method natural (NBO), unit e: atom 1 (B): 1.15, atom 2 (C): -0.11, atom 3 (C): -0.28, atom 4 (C): 0.07, atom 5 (C): -0.68, atom 6 (C): -0.33, atom 7 (C): 0.37, atom 8 (C): 0.14, atom 9 (C): -0.58, atom 10 (N): -0.75, atom 11 (N): -0.72, atom 12 (O): -0.92, atom 13 (O): -0.78, atom 14 (H): 0.21, atom 15 (H): 0.18, atom 16 (H): 0.15, atom 17 (H): 0.22, atom 18 (H): 0.19, atom 19 (H): 0.22, atom 20 (H): 0.34, atom 21 (H): 0.40, atom 22 (H): 0.44, atom 23 (H): 0.52, atom 24 (H): 0.56



No. 5
Computed, not measured: 10 unconnected molecules or ions with the total composition C9H36N18O13S, with the ωB97M-V functional and the def2-TZVPD basis.

Geometry as ORCA input:
```
! wB97M-V def2-TZVPD RIJCOSX def2/J DEFGRID3
* xyz -2 1
S -0.017 0.028 0.340
O 0.213 -0.053 1.788
O 1.105 -0.560 -0.343
O -1.243 -0.716 0.116
O -0.310 1.329 -0.089
C -2.363 -1.979 -2.704
O -2.863 -2.222 -3.739
N -3.008 -1.755 -1.517
N -1.065 -1.755 -2.559
H -2.512 -1.347 -0.737
H -3.916 -2.190 -1.444
H -1.013 -1.375 -1.625
H -0.277 -1.930 -3.167
C 1.440 2.031 -3.078
O 1.866 2.554 -4.163
N 0.758 2.774 -2.238
N 1.680 0.844 -2.576
H 0.677 3.747 -2.496
H 0.349 2.322 -1.432
H 1.277 0.748 -1.655
H 2.327 0.171 -2.962
C 4.027 0.466 1.411
O 5.145 0.397 1.894
N 2.943 0.129 2.082
N 3.788 0.911 0.157
H 3.116 -0.393 2.929
H 2.056 0.329 1.642
H 2.837 0.786 -0.159
H 4.613 0.902 -0.424
C -1.281 -1.786 3.861
O -1.935 -2.487 4.640
N -0.157 -2.024 3.522
N -1.838 -0.729 3.165
H 0.210 -1.339 2.877
H 0.355 -2.792 3.932
H -1.230 -0.252 2.515
H -2.766 -0.333 3.137
C 0.607 2.692 3.701
O 0.800 3.651 4.460
N 0.686 2.727 2.440
N 0.384 1.483 4.167
H 0.916 3.581 1.952
H 0.407 1.860 2.004
H 0.304 1.346 5.164
H 0.440 0.678 3.559
C -3.434 2.335 0.982
O -4.388 3.090 1.248
N -3.518 1.109 0.626
N -2.206 2.711 1.010
H -2.690 0.654 0.269
H -4.474 0.884 0.391
H -1.521 2.053 0.668
H -1.879 3.580 1.407
C 2.882 -2.891 -2.293
O 3.452 -3.795 -2.909
N 3.301 -1.748 -2.091
N 1.623 -2.826 -2.057
H 3.995 -1.589 -2.808
H 2.743 -1.083 -1.574
H 1.177 -2.044 -1.600
H 1.023 -3.633 -2.146
C 0.529 -3.812 0.992
O 0.574 -5.000 1.324
N -0.492 -3.431 0.371
N 1.496 -2.905 1.103
H -1.370 -3.920 0.470
H -0.554 -2.430 0.256
H 1.488 -2.002 0.652
H 2.429 -3.265 1.242
C -2.535 2.359 -3.351
O -3.190 2.010 -4.255
N -2.195 3.558 -3.125
N -2.103 1.515 -2.463
H -1.465 3.774 -2.461
H -2.250 3.889 -4.077
H -2.463 0.571 -2.446
H -1.510 1.812 -1.702
*
```

Output
* M: 636.57 g/mol
* E_LUMO: 4.22 eV
* relative energy (zero: lowest compared OMol25 entry of this formula, charge and spin): 8.055 eV
* electronic energy: -74200.2659 eV
* highest occupied orbital energy: -4.9 eV
* frontier orbital gap: 9.089 eV

Calculated atomic charges, method Mulliken, unit e: atom 1 (S): 0.80, atom 2 (O): -1.85, atom 3 (O): -0.03, atom 4 (O): -0.79, atom 5 (O): 0.21, atom 6 (C): 0.12, atom 7 (O): -0.69, atom 8 (N): -0.23, atom 9 (N): 0.20, atom 10 (H): 0.13, atom 11 (H): 0.21, atom 12 (H): 0.15, atom 13 (H): 0.16, atom 14 (C): 0.35, atom 15 (O): -0.84, atom 16 (N): -0.14, atom 17 (N): 0.26, atom 18 (H): 0.28, atom 19 (H): -0.04, atom 20 (H): -0.60, atom 21 (H): 0.16, atom 22 (C): 0.33, atom 23 (O): -0.76, atom 24 (N): 0.12, atom 25 (N): -0.23, atom 26 (H): 0.17, atom 27 (H): 0.11, atom 28 (H): 0.35, atom 29 (H): 0.28, atom 30 (C): 0.17, atom 31 (O): -0.83, atom 32 (N): 0.02, atom 33 (N): -0.07, atom 34 (H): 0.16, atom 35 (H): 0.23, atom 36 (H): 0.47, atom 37 (H): 0.18, atom 38 (C): 0.28, atom 39 (O): -0.81, atom 40 (N): -0.06, atom 41 (N): -0.18, atom 42 (H): 0.18, atom 43 (H): 0.25, atom 44 (H): 0.19, atom 45 (H): 0.34, atom 46 (C): 0.39, atom 47 (O): -0.83, atom 48 (N): -0.10, atom 49 (N): 0.05, atom 50 (H): 0.03, atom 51 (H): 0.25, atom 52 (H): -0.71, atom 53 (H): 0.19, atom 54 (C): 0.33, atom 55 (O): -0.79, atom 56 (N): -0.20, atom 57 (N): -0.07, atom 58 (H): 0.25, atom 59 (H): 0.18, atom 60 (H): 0.17, atom 61 (H): 0.20, atom 62 (C): 0.42, atom 63 (O): -0.82, atom 64 (N): -0.03, atom 65 (N): 0.18, atom 66 (H): 0.23, atom 67 (H): -0.10, atom 68 (H): -0.30, atom 69 (H): 0.26, atom 70 (C): 0.55, atom 71 (O): -0.72, atom 72 (N): -0.42, atom 73 (N): 0.11, atom 74 (H): 0.21, atom 75 (H): 0.26, atom 76 (H): 0.15, atom 77 (H): -0.03